A structure of composition C31H44N4PSV, computed with ωB97M-V/def2-TZVPD.

The calculation puts the LUMO energy at -13.9 eV. Its charge is +4. Its multiplicity is 1.

Structure (XYZ):
```
82
C31H44N4PSV | the Open Molecules 2025 dataset | ωB97M-V/def2-TZVPD
V 0.11397 -0.35518 -0.46387
S -1.29535 -2.00524 -0.93479
P 1.36333 1.62863 -1.34000
N 1.53293 -1.56032 0.40417
N -3.24369 -3.36966 -1.95012
N 0.90131 -0.76269 1.12690
N -2.45751 -1.66666 -3.37447
C 0.32535 0.46654 -3.57763
C 0.13656 1.72929 -2.72247
C 2.39009 -2.56608 0.68885
C 2.74787 -2.87673 2.02818
C 3.59097 -3.93031 2.24862
C 1.52745 3.11937 -0.22984
C -0.04455 -0.18001 3.48389
C -1.96088 1.02131 1.64918
C 2.52616 4.03033 -0.98127
C -3.43169 -0.26803 -5.13360
C 4.77658 1.08869 -3.44748
C -2.09822 1.08920 3.03629
C -0.82921 0.36870 1.18197
C -4.17531 -4.18266 -2.79196
C -2.46002 -2.36978 -2.26572
C 0.04967 -0.20604 2.11136
C 2.90349 -3.29983 -0.41107
C 3.80552 0.38408 -0.93396
C -1.17352 0.50964 3.92375
C 3.46974 1.39464 -3.11204
C 3.74636 -4.35246 -0.16502
C 5.59408 0.42624 -2.53804
C 5.10863 0.07706 -1.28227
C 2.96867 1.04233 -1.84798
C 4.08647 -4.66695 1.15723
C 2.12980 2.69215 1.11110
C -3.48409 -1.62190 -4.45531
C 0.20463 3.84934 -0.00292
C -5.62825 -3.90039 -2.46363
C 0.15927 2.98924 -3.59089
C -1.21946 1.62554 -2.00171
H -1.35116 0.74551 -1.31256
H 0.65938 -0.63367 4.16782
H -4.45598 -1.79009 -3.99641
H 4.15011 -4.93824 -0.97936
H -0.49021 0.41445 -4.30355
H -0.01035 3.89544 -3.01305
H -3.65162 0.54073 -4.43473
H -2.02080 1.46582 -2.72743
H -2.95312 1.60465 3.45703
H 5.75721 -0.41503 -0.56961
H 2.36253 -2.28957 2.85252
H -3.19119 -3.68309 -0.98872
H 2.86831 1.94809 -3.81955
H 1.09294 3.09858 -4.13997
H 1.25616 0.45703 -4.13740
H -0.20560 4.28180 -0.91438
H -1.68309 -1.03532 -3.49898
H 1.43587 2.08568 1.69735
H -2.70698 1.46515 1.00301
H -2.46587 -0.09863 -5.61549
H 4.75538 -5.49831 1.34706
H 0.40745 4.68151 0.67344
H 2.32917 3.59952 1.68398
H 3.88275 -4.20017 3.25467
H -3.28137 -2.41879 -5.16956
H 0.32648 -0.46514 -2.97990
H -5.91372 -2.87506 -2.70013
H 2.18861 4.30626 -1.98030
H 3.51795 3.58590 -1.04650
H 6.61762 0.19603 -2.80390
H -1.45810 2.49615 -1.39719
H 3.45841 0.14147 0.06214
H -4.18447 -0.23265 -5.91969
H -3.91813 -5.21792 -2.56940
H -0.54380 3.22042 0.48092
H -0.64530 2.91564 -4.32682
H -3.93257 -4.01149 -3.83424
H -6.25715 -4.57079 -3.04823
H 3.08147 2.17405 1.00287
H 2.62024 -3.02129 -1.41836
H 2.60866 4.95199 -0.40133
H -5.84150 -4.08693 -1.41096
H -1.35322 0.59742 4.98804
H 5.16479 1.38189 -4.41383
```

Let us look at the Mulliken charges, expressed in e, one per atom:
1 V -0.75
2 S -0.40
3 P 0.96
4 N -0.59
5 N -0.13
6 N 1.11
7 N -0.13
8 C -1.32
9 C 1.24
10 C 0.65
11 C -0.16
12 C -0.91
13 C 1.75
14 C -1.38
15 C -0.26
16 C -1.53
17 C -1.46
18 C -0.91
19 C -0.75
20 C 1.72
21 C -0.63
22 C 1.32
23 C -0.09
24 C -0.19
25 C -0.77
26 C -0.65
27 C -0.42
28 C -0.93
29 C -0.77
30 C -1.16
31 C 1.39
32 C -0.37
33 C -1.43
34 C -0.32
35 C -1.68
36 C -0.98
37 C -1.34
38 C -0.82
39 H -0.19
40 H 0.62
41 H 0.36
42 H 0.48
43 H 0.07
44 H 0.38
45 H 0.31
46 H 0.19
47 H 0.51
48 H 0.54
49 H 0.46
50 H 0.33
51 H 0.31
52 H 0.28
53 H 0.50
54 H 0.35
55 H -0.14
56 H 0.32
57 H 0.57
58 H 0.40
59 H 0.47
60 H 0.58
61 H 0.58
62 H 0.48
63 H 0.36
64 H 0.26
65 H 0.29
66 H 0.40
67 H 0.39
68 H 0.46
69 H 0.44
70 H 0.74
71 H 0.43
72 H 0.39
73 H 0.25
74 H 0.50
75 H 0.36
76 H 0.35
77 H 0.34
78 H 0.50
79 H 0.52
80 H 0.36
81 H 0.49
82 H 0.53

***

A structure of composition C9H18AlBBrF9OPS, computed with ωB97M-V/def2-TZVPD.

The calculation puts the LUMO energy at 2.1 eV. Its charge is -1. Its multiplicity is 1.

Structure (XYZ):
```
42
C9H18AlBBrF9OPS | the Open Molecules 2025 dataset | ωB97M-V/def2-TZVPD
Br 2.19257 0.58619 2.66463
S -4.97819 0.85113 1.19146
P 4.63419 -0.25662 -0.20824
Al 2.35766 -0.50136 0.49732
F -2.50644 1.67890 1.47234
F -1.78416 2.24195 -0.92938
F -5.96689 2.08526 1.04388
F -4.04086 -0.42558 1.35005
F -5.36012 0.40053 -0.28862
F -3.78808 1.96704 -1.76368
F -4.66207 1.28811 2.68511
F -6.19058 -0.01943 1.73008
F -3.81434 3.12429 0.53374
O 1.90404 -3.54611 -0.26423
C 5.18263 1.33687 0.57595
C -2.53766 0.03119 -1.16578
C -2.90587 1.46239 -0.85140
C -3.46293 1.83380 0.56312
C 1.34620 -3.14757 2.14157
C 0.03123 -0.32970 -1.39889
C 4.42552 0.23072 -1.99766
C -1.23607 -0.47143 -0.51808
C 1.12443 0.53571 -0.73374
B 1.81876 -2.56628 0.74863
H -1.39476 -1.53241 -0.30722
H 6.25469 1.49031 0.43759
H 0.64224 1.33083 -0.15449
H -1.04262 -0.00450 0.44691
H 1.82318 -4.12497 2.30167
H 1.67947 1.05636 -1.52219
H 3.58906 -0.35108 -2.39207
H 1.58792 -2.50346 2.98702
H 5.32498 0.04041 -2.58010
H -3.35731 -0.63941 -0.93767
H 4.97687 1.26424 1.64305
H 1.34590 -3.35258 -1.01912
H 4.64430 2.19335 0.16182
H 4.13156 1.28123 -2.07289
H 0.41687 -1.33748 -1.57722
H -2.41718 0.01688 -2.25277
H 0.26714 -3.33477 2.11679
H -0.25530 0.11706 -2.35727
```

Let us look at the Mulliken charges, expressed in e, one per atom:
1 Br -0.58
2 S 1.38
3 P 0.15
4 Al -0.23
5 F -0.22
6 F -0.28
7 F -0.32
8 F -0.30
9 F -0.31
10 F -0.35
11 F -0.31
12 F -0.30
13 F -0.28
14 O -0.58
15 C -1.00
16 C -1.03
17 C 0.76
18 C 0.51
19 C -0.97
20 C -0.78
21 C -1.00
22 C -0.70
23 C -0.81
24 B 0.52
25 H 0.49
26 H 0.35
27 H 0.35
28 H 0.53
29 H 0.26
30 H 0.35
31 H 0.24
32 H 0.22
33 H 0.36
34 H 0.32
35 H 0.28
36 H 0.33
37 H 0.25
38 H 0.25
39 H 0.19
40 H 0.49
41 H 0.28
42 H 0.47

***

An isolated molecule of C3H5N3O, computed with ωB97M-V/def2-TZVPD.

The calculation puts the LUMO energy at 0.8 eV. As for the SMILES: [H]/N=C/N=C1/CON1. Its multiplicity is 1.

Structure (XYZ):
```
12
C3H5N3O | the Open Molecules 2025 dataset | ωB97M-V/def2-TZVPD
O -2.03893 0.87305 -0.40933
N 0.54640 -0.95824 0.56045
N -0.61903 1.04624 -0.26132
N 1.95547 0.59205 -0.50635
C -1.93540 -0.36525 0.34070
C 1.79164 -0.48339 0.16291
C -0.44534 -0.20718 0.26970
H -0.09222 1.41080 -1.05503
H -2.37203 -0.28646 1.34085
H 2.61229 -1.13904 0.46524
H 2.94081 0.74354 -0.71049
H -2.34367 -1.22611 -0.19731
```

Let us look at the Mulliken charges, expressed in e, one per atom:
1 O -0.31
2 N -0.63
3 N -0.11
4 N -0.56
5 C -0.13
6 C -0.06
7 C 0.47
8 H 0.30
9 H 0.20
10 H 0.39
11 H 0.24
12 H 0.21

***

Look up the LUMO of the third one. 0.8 eV